{"formula": "C6H18N3O", "method": "wB97M-V/def2-TZVPD", "e_lumo_ev": -2.50, "e_above_lowest_kcal_mol": 100.1, "charge": 1, "e_homo_ev": -11.6, "symbols": ["C", "C", "C", "C", "C", "C", "N", "N", "N", "O", "H", "H", "H", "H", "H", "H", "H", "H", "H", "H", "H", "H", "H", "H", "H", "H", "H", "H"], "coordinates": [[-1.30126, -2.84624, 0.18459], [2.21722, 1.21457, 1.31794], [-1.11931, 1.62554, -1.75793], [-1.61708, 1.09516, 0.67915], [-0.68150, -0.59982, -0.69925], [1.44274, -0.71334, -0.17649], [-1.42531, -1.40606, 0.25579], [1.72336, 0.69092, 0.00884], [-0.77863, 0.80740, -0.51949], [2.03408, -1.26442, -1.24622], [-1.02680, -3.37020, 1.15283], [-2.25164, -3.37847, -0.05946], [-0.55618, -3.28308, -0.58026], [3.39372, 1.22153, 1.52082], [1.95962, 2.16707, 1.55886], [1.96439, 0.67926, 2.20725], [-0.26756, 1.38821, -2.36702], [-2.13046, 1.23908, -2.00768], [-1.03984, 2.57070, -1.35683], [-2.19992, 2.06353, 0.61286], [-2.36818, 0.26848, 0.81132], [-1.04894, 1.27071, 1.47566], [-0.75972, -1.12164, -1.56761], [1.46872, -1.22632, 0.68854], [-1.34734, -1.21955, 1.24040], [2.41942, 0.90172, -0.65612], [0.52105, 1.10819, -0.13052], [2.78052, -1.88978, -1.11084]]}

***

{"formula": "C6H18N4", "method": "wB97M-V/def2-TZVPD", "e_lumo_ev": -6.74, "e_above_lowest_kcal_mol": 88.3, "charge": 2, "e_homo_ev": -17.0, "symbols": ["C", "C", "C", "C", "C", "C", "N", "N", "N", "N", "H", "H", "H", "H", "H", "H", "H", "H", "H", "H", "H", "H", "H", "H", "H", "H", "H", "H"], "coordinates": [[-1.35636, -0.40253, 0.46495], [1.32452, -1.53246, -0.99660], [0.54695, 1.49668, 1.20696], [0.24347, 1.27080, -1.21761], [1.24913, -0.63928, 0.25161], [0.37224, 0.52180, 0.09129], [-1.29333, -1.12936, 1.47134], [-2.36688, 0.06038, -0.37935], [2.72965, -0.40769, 0.48736], [-3.68469, -0.50754, -0.18628], [1.91086, -2.43371, -0.84272], [0.37328, -1.79925, -1.26640], [1.71466, -1.00563, -1.88726], [0.61839, 2.43757, 0.69569], [1.46022, 1.24738, 1.91622], [-0.38610, 1.44084, 1.82940], [-0.03763, 0.53280, -2.09787], [1.21127, 1.67186, -1.46984], [-0.64059, 1.99699, -1.10069], [0.87875, -1.21574, 1.18583], [-2.04335, -1.71277, 1.74016], [-2.18040, 0.46355, -1.36231], [3.24979, -0.41584, -0.45944], [3.20727, -0.98068, 1.22637], [2.78442, 0.57286, 0.79001], [-3.58014, -1.17529, 0.59396], [-4.37912, 0.33996, 0.01639], [-4.08822, -1.12145, -0.89798]]}

***

{"formula": "C6H18NO", "method": "wB97M-V/def2-TZVPD", "e_lumo_ev": -3.15, "e_above_lowest_kcal_mol": 11.1, "charge": 1, "e_homo_ev": -14.7, "symbols": ["C", "C", "C", "C", "C", "C", "N", "H", "H", "H", "H", "H", "H", "H", "H", "H", "H", "H", "H", "H", "H", "H", "H", "H", "H", "O"], "coordinates": [[-2.71349, 1.41193, 0.01640], [-1.53805, 0.53728, 0.39282], [-1.11535, -0.42920, -0.68245], [0.31629, -0.96485, -0.50961], [1.29076, 0.01169, -1.24316], [0.52489, -2.39154, -0.96744], [-0.38866, 1.45175, 0.92276], [-3.11247, 2.01562, 0.81492], [-2.46687, 2.01134, -0.86653], [-3.49262, 0.73290, -0.34064], [-1.78942, -0.02370, 1.28021], [-1.24630, 0.02981, -1.66776], [-1.82994, -1.25740, -0.68329], [0.57555, -0.87804, 0.54795], [2.23427, 0.12950, -0.70213], [0.91827, 1.02294, -1.41253], [1.57411, -0.46310, -2.18218], [1.52510, -2.73176, -0.70906], [-0.19584, -3.03165, -0.45156], [0.31612, -2.51108, -2.02723], [-0.08349, 1.03381, 1.79722], [0.37532, 1.60378, 0.26338], [-0.75983, 2.37195, 1.13770], [3.75644, -0.63935, 2.65489], [4.02221, 0.79846, 2.25384], [3.30303, 0.15892, 2.36349]]}

***

{"formula": "C6H18NO2", "method": "wB97M-V/def2-TZVPD", "e_lumo_ev": -3.14, "e_above_lowest_kcal_mol": 3.4, "charge": 1, "e_homo_ev": -14.8, "symbols": ["C", "O", "C", "C", "C", "C", "C", "N", "H", "H", "H", "H", "H", "H", "H", "H", "H", "H", "H", "H", "H", "H", "H", "H", "H", "H", "O"], "coordinates": [[-1.25266, -1.19103, -1.44151], [-2.63398, -0.93453, -1.12149], [-0.42183, -0.55595, -0.33724], [1.08584, -0.65514, -0.40593], [1.80191, 0.23748, 0.62784], [1.64521, 1.75256, 0.36697], [3.29239, -0.13369, 0.71105], [-0.95118, -1.21509, 0.93832], [-1.05567, -2.26575, -1.48313], [-1.09990, -0.81261, -2.44945], [-2.97278, -0.29386, -1.75217], [-0.71436, 0.47740, -0.20733], [1.52104, -0.46902, -1.38072], [1.39972, -1.68610, -0.20028], [1.32150, 0.08826, 1.60759], [2.26135, 1.95567, -0.51262], [0.60415, 2.02134, 0.24579], [2.10760, 2.30146, 1.18454], [3.80476, 0.34025, -0.12707], [3.68823, 0.25664, 1.64024], [3.40882, -1.21109, 0.63497], [-1.35981, -0.50434, 1.53661], [-1.67473, -1.90318, 0.77258], [-0.23706, -1.64419, 1.52928], [-2.00552, 1.75285, -0.37143], [-2.53523, 2.99777, 0.26233], [-2.07279, 2.18178, 0.48184]]}

***

{"formula": "C6H18NO3", "method": "wB97M-V/def2-TZVPD", "e_lumo_ev": 3.61, "e_above_lowest_kcal_mol": 20.3, "charge": -1, "e_homo_ev": -4.1, "symbols": ["C", "C", "N", "C", "C", "C", "C", "O", "H", "H", "H", "H", "H", "H", "H", "H", "H", "H", "H", "H", "H", "H", "H", "H", "O", "H", "H", "O"], "coordinates": [[3.30504, -0.71864, -0.74676], [2.01420, 0.05626, -1.10322], [1.07276, 0.10072, -0.01713], [0.57725, 1.46459, 0.22148], [-0.70583, -1.06856, -1.40059], [0.03703, -0.95385, -0.07966], [-0.89598, -0.86548, 1.12314], [-2.07581, -0.04569, 0.90050], [3.20515, -1.55066, -0.04847], [3.78217, -0.95706, -1.67784], [3.97581, 0.03199, -0.32633], [2.31866, 1.03807, -1.43404], [1.48227, -0.37724, -1.97165], [0.39941, 2.01203, -0.71728], [-0.33837, 1.49292, 0.81902], [1.39542, 2.00898, 0.64483], [-0.40407, -1.89238, -2.06341], [-1.75496, -1.22691, -1.25961], [-0.64406, -0.16265, -2.00134], [0.67300, -1.83735, 0.09238], [-0.36770, -0.42960, 1.97264], [-1.34104, -1.83192, 1.40816], [-2.08092, 1.08220, -0.05027], [-3.01663, 2.12292, -0.72687], [-2.08442, 1.87964, -0.72391], [-2.54546, -0.18339, 2.42004], [-3.22038, 0.82589, 3.31968], [-2.76254, -0.01484, 3.42653]]}

***

{"formula": "C6H18NSi2", "method": "wB97M-V/def2-TZVPD", "smiles": "CC(=[NH2+])[C@](C)([SiH3])[SiH](C)C", "e_lumo_ev": -3.80, "e_above_lowest_kcal_mol": 0.0, "charge": 1, "e_homo_ev": -14.1, "symbols": ["C", "C", "N", "C", "C", "Si", "Si", "C", "C", "H", "H", "H", "H", "H", "H", "H", "H", "H", "H", "H", "H", "H", "H", "H", "H", "H", "H"], "coordinates": [[-1.73577, 1.74164, -0.61100], [-1.36226, 0.58339, 0.12544], [-1.89786, 0.59586, 1.35665], [-0.54194, -0.52811, -0.23798], [-0.01182, -0.62641, -1.73431], [-1.09604, -2.13268, 0.56934], [1.10856, 0.11460, 0.79815], [1.75468, 1.72575, -0.02188], [2.43398, -1.18141, 0.53079], [-0.76043, 2.22838, -1.08963], [-2.20061, 2.41648, 0.06495], [-2.32970, 1.43255, -1.52780], [-2.69947, 1.29376, 1.57150], [-1.83233, -0.16817, 2.07264], [-0.50672, -1.51704, -2.04083], [1.07387, -0.72475, -1.77372], [-0.27936, 0.16650, -2.43494], [-1.06587, -2.27870, 1.99719], [-0.08313, -3.00671, -0.12293], [-2.44902, -2.34304, -0.06825], [0.57951, 0.34070, 2.06200], [2.59435, 1.78492, -0.63935], [0.95553, 2.09786, -0.61932], [1.78928, 2.47385, 0.75705], [3.36756, -1.25907, 1.07490], [1.93079, -2.07299, 0.31982], [2.83386, -0.77373, -0.44311]]}